DFT (wB97M-V/def2-TZVPD) results for a single C26H25ClN4O7S molecule.

charge: 0
energy relative to the best compared isomer or geometry (same formula, charge and spin): 2.5 kcal per mole

XYZ file:
```
64
Properties=species:S:1:pos:R:3:mulliken_charge:R:1
C -4.413 -1.396 -0.208 -1.890
C -3.075 -0.824 0.088 0.476
C -1.857 -1.193 -0.425 -1.221
N -1.560 -2.078 -1.476 0.013
S -1.830 -1.372 -2.993 1.261
O -1.207 -2.205 -3.971 -0.724
O -3.236 -1.094 -3.147 -0.717
C -0.962 0.170 -2.748 -0.301
C -1.689 1.329 -2.541 0.037
C -1.028 2.481 -2.167 -0.867
C 0.352 2.459 -1.972 0.764
Cl 1.096 3.889 -1.403 -0.142
C 1.087 1.291 -2.195 -0.382
C 2.544 1.200 -1.876 0.494
O 3.276 2.137 -1.687 -0.665
O 2.918 -0.077 -1.793 -0.133
C 4.242 -0.380 -1.355 0.600
C 4.924 -1.278 -2.380 -1.633
C 4.214 -1.079 0.020 0.308
O 5.216 -1.595 0.472 -0.735
N 3.038 -1.030 0.654 0.249
C 2.829 -1.670 1.938 -1.268
C 1.464 -2.266 2.003 0.161
C 0.884 -3.290 1.314 -0.306
C -0.458 -3.358 1.759 -0.274
C -0.594 -2.370 2.683 -0.470
O 0.562 -1.702 2.835 -0.333
C 0.405 0.142 -2.600 -0.382
C -0.847 -0.367 0.186 -0.082
O 0.362 -0.307 0.017 -0.482
N -1.543 0.458 1.064 1.200
C -1.038 1.708 1.468 -0.283
C -1.747 2.879 1.222 0.524
C -1.192 4.097 1.568 -0.796
C 0.070 4.154 2.137 -0.672
C 0.774 2.986 2.373 -0.621
C 0.223 1.759 2.051 -0.206
N -2.901 0.211 0.955 0.135
C -3.776 0.539 2.053 -1.259
H -4.548 -2.345 0.310 0.296
H -4.487 -1.571 -1.281 0.448
H -5.204 -0.717 0.096 0.394
H -2.007 -2.982 -1.413 0.494
H -2.761 1.300 -2.665 0.566
H -1.565 3.400 -1.992 0.497
H 4.802 0.558 -1.238 0.360
H 5.107 -0.736 -3.304 0.409
H 4.292 -2.137 -2.590 0.357
H 5.867 -1.622 -1.966 0.420
H 2.210 -0.660 0.201 0.222
H 3.609 -2.430 2.056 0.618
H 2.931 -0.936 2.747 0.244
H 1.352 -3.913 0.581 0.560
H -1.210 -4.049 1.437 0.508
H -1.422 -2.058 3.289 0.523
H 0.936 -0.781 -2.760 0.510
H -2.716 2.834 0.747 0.446
H -1.741 5.006 1.375 0.396
H 0.504 5.109 2.389 0.407
H 1.759 3.027 2.811 0.440
H 0.759 0.843 2.231 0.347
H -3.250 1.212 2.728 0.457
H -4.074 -0.356 2.605 0.295
H -4.671 1.044 1.685 0.408
```

DFT (wB97M-V/def2-TZVPD) results for 2 unconnected molecules or ions with the total composition C26H25F3N in a non-equilibrium geometry.

charge: +1
energy relative to the best compared isomer or geometry (same formula, charge and spin): 0.0 kcal per mole

XYZ file:
```
55
Properties=species:S:1:pos:R:3:mulliken_charge:R:1
C 4.332 -3.249 1.367 -0.384
C 3.307 -3.386 2.284 -0.760
C 2.293 -2.461 2.337 -0.299
C 2.307 -1.348 1.488 -0.112
C 1.228 -0.356 1.517 0.667
C -0.104 -0.811 1.503 -0.910
C -1.197 -0.006 1.629 -0.001
C -2.554 -0.465 1.602 0.654
C -3.592 0.476 1.643 -0.389
C -4.904 0.076 1.572 -0.738
C -5.221 -1.266 1.471 -0.377
C -4.210 -2.211 1.444 -0.820
C -2.894 -1.823 1.508 -0.350
C 1.571 1.072 1.558 0.352
C 1.005 1.996 0.669 0.184
C 1.371 3.319 0.714 -1.009
C 2.281 3.761 1.657 -0.462
C 2.849 2.864 2.544 -0.780
C 2.516 1.533 2.487 -0.388
C 3.363 -1.210 0.579 -0.210
C 4.350 -2.163 0.512 -0.807
H 5.109 -3.995 1.307 0.423
H 3.295 -4.228 2.953 0.421
H 1.497 -2.563 3.054 0.482
H -0.246 -1.870 1.382 0.704
H -1.044 1.052 1.750 0.663
H -3.346 1.522 1.722 0.434
H -5.690 0.813 1.587 0.415
H -6.251 -1.578 1.412 0.422
H -4.455 -3.257 1.364 0.422
H -2.120 -2.572 1.490 0.382
H 0.309 1.647 -0.074 0.365
H 0.948 4.015 0.008 0.466
H 2.555 4.804 1.699 0.429
H 3.555 3.208 3.283 0.433
H 2.961 0.828 3.170 0.509
H 3.364 -0.369 -0.094 0.511
H 5.129 -2.069 -0.225 0.430
C -1.698 2.034 -3.701 -0.585
C -2.406 0.975 -2.831 -0.364
N -1.576 -0.241 -2.899 -0.478
C -0.185 0.206 -3.092 1.052
C 0.640 -0.887 -3.807 0.708
F 1.917 -0.473 -3.890 -0.267
F 0.556 -2.015 -3.079 -0.267
F 0.116 -1.064 -5.034 -0.258
C -0.260 1.505 -3.909 -0.816
H -2.211 2.142 -4.664 0.273
H -1.701 3.021 -3.222 0.321
H -2.469 1.308 -1.790 0.072
H -3.423 0.756 -3.170 0.384
H -1.668 -0.889 -2.109 0.247
H 0.266 0.402 -2.110 -0.652
H -0.074 1.261 -4.962 0.316
H 0.507 2.228 -3.602 0.345
```

DFT (wB97M-V/def2-TZVPD) results for a molecular structure, C26H25F5N2OPtS3Si in a non-equilibrium geometry.

charge: -2

XYZ file:
```
64
Properties=species:S:1:pos:R:3:mulliken_charge:R:1
Pt -0.411 -0.045 -0.025 1.398
C -1.210 -3.000 -3.374 -1.539
C -1.293 -2.357 -2.005 0.376
N -1.213 -1.088 -1.881 0.247
N -1.166 -0.377 -3.079 -0.748
C -0.877 0.885 -2.952 0.160
S -0.445 1.831 -1.588 -0.357
S -0.808 1.724 -4.562 -0.204
C 0.596 0.828 -5.334 -1.053
C 1.924 1.059 -4.669 0.716
C 2.328 0.287 -3.584 0.094
C 3.499 0.587 -2.895 -0.471
C 4.293 1.652 -3.301 -0.526
C 3.916 2.411 -4.405 -0.449
C 2.736 2.119 -5.076 -0.540
C -1.521 -3.218 -0.816 0.481
C -2.398 -4.300 -0.971 -0.679
C -2.690 -5.188 0.051 -0.718
C -2.044 -5.011 1.282 -0.318
C -1.161 -3.972 1.468 -0.498
C -0.873 -3.008 0.452 0.333
O -0.030 -2.067 0.710 -1.001
H -0.339 -2.616 -3.904 0.290
H -2.080 -2.738 -3.982 0.284
H -1.134 -4.081 -3.288 0.481
H 0.610 1.202 -6.359 0.467
H 0.311 -0.222 -5.330 0.284
H 1.705 -0.536 -3.246 0.169
H 3.762 0.013 -2.014 0.314
H 5.189 1.905 -2.743 0.348
H 4.532 3.242 -4.733 0.343
H 2.425 2.729 -5.920 0.314
H -2.897 -4.427 -1.928 0.381
H -3.395 -5.995 -0.101 0.359
H -2.252 -5.691 2.102 0.349
H -0.659 -3.826 2.420 0.408
C -0.973 -0.326 3.597 -0.641
Si -2.094 0.783 2.588 0.057
C -1.393 2.520 2.467 -0.465
C -3.683 0.964 3.617 -1.109
C -2.374 0.071 0.913 -0.996
H -0.668 0.131 4.550 0.310
H -0.075 -0.565 3.016 0.027
H -1.477 -1.281 3.814 0.305
H -0.988 2.876 3.426 0.195
H -2.154 3.238 2.123 0.361
H -0.583 2.518 1.730 -0.205
H -3.458 1.324 4.635 0.236
H -4.201 -0.003 3.707 0.244
H -4.380 1.677 3.152 0.264
H -3.018 0.675 0.266 0.412
H -2.737 -0.964 0.931 0.277
F 2.521 3.828 5.712 -0.365
C 2.395 3.090 4.603 0.630
C 2.489 1.719 4.657 0.248
F 2.705 1.128 5.840 -0.349
C 2.372 0.966 3.505 0.021
F 2.520 -0.349 3.640 -0.431
C 2.136 1.522 2.244 0.419
S 2.032 0.571 0.799 -0.289
C 2.046 2.913 2.246 -0.077
F 1.831 3.563 1.104 -0.422
C 2.180 3.684 3.383 0.196
F 2.098 5.020 3.316 -0.350
```

Sequential calculated total energy output: -2609.86769, -1359.86287, -3293.23515 hartree